# 1
30
Properties=species:S:1:pos:R:3:forces:R:3 method="wB97M-V/def2-TZVPD" homo_ev=-11.379 total_charge=+1 homo_lumo_gap_ha=0.2450 total_energy_ha=-1744.2705 multiplicity=1
S 3.983 -0.468 3.251 0.00 0.03 -0.24
P 4.170 -0.048 1.387 0.05 -0.12 0.64
Na -3.985 -1.354 2.462 0.22 0.21 -0.19
O -0.696 1.576 1.610 -0.17 -0.25 0.17
O 0.438 -1.302 -1.883 -0.04 -0.23 0.11
O 1.971 2.135 1.629 -0.20 -0.40 0.00
O -2.453 -1.110 0.761 -0.56 -0.08 0.36
O 4.859 1.321 0.988 0.06 -0.28 -0.14
O 5.010 -1.115 0.538 -0.39 0.15 -0.27
N -2.636 0.476 -1.129 -0.51 -1.57 0.03
C -2.254 0.234 -2.543 0.15 0.86 -0.07
C 1.618 1.120 1.076 0.16 0.03 0.21
C 0.155 0.849 0.866 0.11 -0.02 0.11
C -4.084 0.302 -0.967 -0.02 0.19 -0.17
C 0.725 -0.747 -0.842 -0.07 0.03 -0.03
C 2.555 0.057 0.595 0.07 0.41 -0.21
C -0.287 -0.025 -0.044 0.05 -0.08 -0.21
C 2.124 -0.808 -0.319 -0.12 0.00 0.00
B -1.844 -0.222 -0.196 0.39 0.61 -0.05
H -2.350 -2.012 0.432 0.25 -0.02 -0.04
H -4.405 -0.739 -1.095 0.00 0.02 0.04
H -1.248 0.600 -2.734 0.03 -0.10 0.02
H 4.701 -2.012 0.715 0.28 -0.13 0.16
H -0.237 1.902 2.397 0.17 0.38 -0.19
H -2.944 0.789 -3.177 0.06 0.04 -0.03
H -4.601 0.888 -1.727 -0.01 0.08 0.08
H 2.747 -1.593 -0.731 0.03 0.10 -0.12
H 5.679 1.450 1.485 0.02 0.20 0.03
H -2.310 -0.822 -2.813 0.01 0.00 0.04
H -4.400 0.677 0.007 -0.03 -0.04 -0.01

# 2
23
Properties=species:S:1:pos:R:3:forces:R:3 method="wB97M-V/def2-TZVPD" homo_ev=-2.934 e_above_lowest_kj_mol=406.8 total_charge=-1 homo_lumo_gap_ha=0.2179 total_energy_ha=-930.7225 multiplicity=1
S 2.129 -1.167 2.016 0.00 -0.77 0.50
O 2.020 -0.996 -2.592 1.01 -0.78 -1.40
O -0.761 2.766 -1.665 -0.59 0.32 0.04
O -2.492 -1.900 -0.638 3.28 0.46 2.64
O -2.281 -0.037 1.616 3.39 2.31 0.84
N -0.585 0.453 0.223 -1.41 -2.14 -1.60
N -0.630 1.629 2.334 -5.91 -1.90 1.56
C -1.158 0.579 1.474 -3.57 -0.71 0.08
C 0.864 0.166 0.091 -1.21 -0.96 1.45
C 1.269 -1.410 0.385 2.77 6.81 1.98
H -1.843 -1.547 0.158 -3.07 -0.99 -2.13
H 0.386 -1.833 0.558 -3.28 -2.71 -0.05
H 1.050 0.638 -0.808 1.00 0.34 -2.73
H -0.520 2.559 -0.737 0.38 -0.17 -1.12
H 2.055 -1.653 -0.242 0.52 -1.38 -1.67
H -0.951 1.627 3.381 0.43 -0.54 -3.03
H -1.957 -2.686 -0.859 -0.54 0.22 -0.28
H -0.039 2.795 -2.305 0.16 -0.18 0.94
H 1.418 -0.499 -2.052 -0.74 -0.27 0.33
H 0.301 1.678 2.341 4.68 0.06 -0.28
H -1.297 -0.182 -0.518 2.78 2.62 2.98
H 1.645 -1.830 -2.932 -0.14 0.95 0.69
H 1.377 0.850 0.771 0.08 -0.60 0.24